[1]
10
Properties=species:S:1:pos:R:3:forces:R:3 method="wB97M-V/def2-TZVPD" lumo_energy_ev=-10.512 total_energy_ha=-1524.3218 relative_energy_kj_mol=152.6 multiplicity=1 charge=+2 gap_ev=6.47 homo_energy_ev=-17.0
F -3.458478 -1.857716 0.226804 -0.68 1.28 2.26
H -3.761261 -1.436902 1.059321 0.73 -1.25 -2.27
H 1.451976 -1.435399 0.369612 -0.12 0.17 -0.16
O 1.572076 0.341707 -0.740718 1.04 0.67 -0.57
O 0.085247 1.207473 0.545879 0.46 1.09 0.02
C 0.784040 -0.752700 -0.178577 -0.66 -0.83 0.15
C -0.179563 -0.082413 0.689824 -0.82 -1.33 0.42
C 1.162412 1.434892 -0.277759 -0.01 0.37 -0.29
H 0.286666 -1.308713 -1.001557 0.22 0.25 0.37
Yb 2.056885 3.889771 -0.692828 -0.16 -0.42 0.06

***

[2]
11
Properties=species:S:1:pos:R:3:forces:R:3 method="wB97M-V/def2-TZVPD" lumo_energy_ev="-17.298 / -20.781" total_energy_ha=-1679.1158 relative_energy_kj_mol=345.5 multiplicity=7 charge=+3 gap_ev="5.53 / 5.04" homo_energy_ev="-22.8 / -25.8"
O 2.366864 1.547142 0.996285 -1.16 -2.49 -0.68
C 1.597915 0.721016 0.634241 -0.60 2.30 2.17
C 0.672838 0.864833 -0.568645 0.69 0.49 -0.59
H 0.596426 -0.017378 1.435690 1.60 0.17 -0.50
H 0.029214 1.728302 -0.343250 0.07 -0.12 -0.05
H 1.244593 1.027056 -1.490488 -0.16 -0.10 0.05
O -0.116128 -0.319101 -0.784852 -1.99 -0.33 -1.30
C -0.936299 -0.821076 0.083203 7.44 3.26 3.43
O -0.628752 -0.715177 1.334737 -1.81 0.15 -0.85
O -1.658620 -1.773217 -0.233055 -3.87 -2.81 -1.69
Fe -3.168051 -2.242400 -1.063866 -0.21 -0.54 0.00

***

[3]
11
Properties=species:S:1:pos:R:3:forces:R:3 method="wB97M-V/def2-TZVPD" lumo_energy_ev="-15.076 / -15.084" total_energy_ha=-693.9721 multiplicity=3 charge=+3 gap_ev="4.80 / 7.12" homo_energy_ev="-19.9 / -22.2"
H -2.032011 0.792838 -1.769507 0.37 -0.14 0.55
C -0.983941 0.402802 0.046082 -1.01 0.11 0.63
C -0.602630 -1.019692 0.207191 -0.95 -0.34 -0.71
O 0.836118 -1.014793 0.080357 1.09 0.08 -0.25
C 1.230272 0.199632 -0.035985 -2.39 -0.61 0.89
O 0.161176 1.064520 0.023950 0.72 0.43 -0.75
O 2.361857 0.622523 -0.089979 2.32 0.12 -0.23
Mg 4.258091 0.264911 -0.059386 -0.35 0.24 -0.07
H -1.040436 -1.643178 -0.588116 0.19 -0.05 0.24
H -0.880749 -1.439798 1.186118 0.05 0.15 -0.14
Hg -3.307749 1.770233 0.999277 -0.04 0.01 -0.16

***

[4]
10
Properties=species:S:1:pos:R:3:forces:R:3 method="wB97M-V/def2-TZVPD" lumo_energy_ev="-1.395 / -1.392" total_energy_ha=-841.3278 relative_energy_kj_mol=396.9 multiplicity=1 charge=0 gap_ev="7.71 / 7.72" homo_energy_ev="-9.1 / -9.1"
C 2.602441 1.584485 0.051539 -0.10 -3.77 -0.44
C 1.296979 1.344212 0.050628 1.29 1.49 0.29
C -0.712371 -2.274682 0.098111 1.06 -2.61 0.14
N -1.423172 -1.315056 0.032333 -0.38 -0.20 -0.07
O -0.055528 -3.280300 0.161794 -0.96 1.88 -0.11
I -0.528416 0.725373 0.143281 1.31 0.37 -0.13
I -4.209280 0.575429 -0.013426 -0.44 0.39 0.07
H 2.986534 2.569626 0.122595 0.07 0.91 0.06
H 3.425807 0.728876 -0.052639 -1.99 1.82 0.25
H -3.382991 -0.657963 -0.594213 0.13 -0.27 -0.06

***

[5]
10
Properties=species:S:1:pos:R:3:forces:R:3 method="wB97M-V/def2-TZVPD" smiles=[O-][N+]#CCI.C#N lumo_energy_ev=-0.062 total_energy_ha=-598.4096 relative_energy_kj_mol=332.0 multiplicity=1 charge=0 gap_ev=9.13 homo_energy_ev=-9.2
O -1.397515 2.534975 -1.059959 -0.66 2.54 -0.80
N -1.147893 1.404367 -0.895323 0.71 -1.23 1.04
C -0.787459 0.372497 -0.510309 -1.12 1.18 -1.16
C -0.825005 -1.011820 -0.507547 2.05 -1.57 -0.90
I 0.695229 -1.849859 -1.900023 -0.32 0.20 0.28
H -1.649953 -1.579966 -0.799973 -1.69 -0.12 -0.39
H -0.451187 -1.284238 0.421736 0.48 -1.22 1.46
C 1.842690 0.540997 1.715416 1.33 0.74 1.93
N 1.316114 -0.199078 1.030668 -0.05 -0.19 -0.32
H 2.404980 1.072126 2.505314 -0.72 -0.33 -1.13

***

[6]
10
Properties=species:S:1:pos:R:3:forces:R:3 method="wB97M-V/def2-TZVPD" smiles="O=C=CI.N=C=N" lumo_energy_ev=-0.655 total_energy_ha=-598.4732 relative_energy_kj_mol=165.0 multiplicity=1 charge=0 gap_ev=8.05 homo_energy_ev=-8.7
O -1.026947 2.037795 0.061962 -0.09 -1.66 1.13
C -1.217310 0.896005 0.285495 -0.74 2.42 -1.60
C -1.696045 -0.315179 0.251852 -0.83 -0.83 0.09
I -3.784894 -0.355703 -0.402061 1.46 -0.05 0.50
H -1.180019 -1.238462 0.499008 -0.26 0.37 -0.05
N 1.636306 -1.322944 0.384004 2.92 -2.76 0.97
C 1.704696 -0.229717 -0.136742 -0.37 -1.78 0.92
N 1.346301 0.843995 -0.461487 0.70 4.08 -1.99
H 2.553641 -1.756891 0.757376 -2.23 1.05 -0.68
H 1.664275 1.441102 -1.239404 -0.56 -0.84 0.69

***

[7]
10
Properties=species:S:1:pos:R:3:forces:R:3 method="wB97M-V/def2-TZVPD" lumo_energy_ev="-0.862 / -0.862" total_energy_ha=-598.4291 relative_energy_kj_mol=280.9 multiplicity=1 charge=0 gap_ev="6.72 / 6.72" homo_energy_ev="-7.6 / -7.6"
C -0.578777 -0.331769 0.309745 -1.65 1.58 1.24
C -1.246410 -0.434945 -0.836831 -0.80 -0.30 0.37
C 1.505855 2.001338 0.339412 0.20 0.63 0.22
N 0.423379 -1.131646 0.766141 1.67 -0.58 1.59
N -2.130623 -0.609669 -1.622825 0.37 -1.03 0.15
O 2.429716 2.498248 0.757549 -0.29 0.09 -0.09
I 2.498750 -0.793173 -0.035024 -0.44 -0.56 0.15
H -1.091289 0.249047 1.135868 0.57 0.10 -1.61
H 0.548711 -0.827630 1.779113 0.19 -0.75 -1.73
H -2.359310 -0.619799 -2.593147 0.18 0.84 -0.30

***

[8]
12
Properties=species:S:1:pos:R:3:forces:R:3 method="wB97M-V/def2-TZVPD" lumo_energy_ev=-4.439 total_energy_ha=-570.8624 multiplicity=1 charge=+1 gap_ev=7.02 homo_energy_ev=-11.5
O -0.286013 -0.204302 0.756509 0.31 2.21 0.38
C -1.540455 0.319680 0.630063 -1.27 0.95 -0.94
C 0.858459 0.677705 0.431017 0.49 0.72 1.96
O -2.295860 -0.568900 0.178029 -1.43 0.46 0.14
C 1.657487 0.165350 -0.646103 -0.88 -0.26 -1.37
Li -4.253494 -0.674554 -0.274039 0.96 0.01 0.28
H 1.352393 0.701870 1.411459 0.33 0.03 -0.46
H 2.693081 0.528351 -0.560735 -0.19 -0.82 0.10
H 1.292282 0.432596 -1.652077 0.14 -0.94 0.31
Li -0.763736 2.396579 0.437067 0.42 -0.55 0.13
Sn -0.133102 -2.051466 0.081023 -2.29 -5.47 0.71
O 1.418956 -1.722911 -0.792216 3.41 3.64 -1.25

***

[9]
12
Properties=species:S:1:pos:R:3:forces:R:3 method="wB97M-V/def2-TZVPD" lumo_energy_ev="-1.356 / -1.357" total_energy_ha=-586.7958 relative_energy_kj_mol=396.2 multiplicity=2 charge=0 gap_ev="5.90 / 5.06" homo_energy_ev="-7.3 / -6.4"
O -1.035717 -2.553289 -1.524181 0.05 -0.23 1.27
O 0.339688 1.221870 0.041299 0.21 1.36 -0.01
C 0.351331 0.988898 1.372011 0.02 0.76 -1.02
C -0.377214 0.362882 -0.769444 -0.84 -2.26 -1.54
O 0.826054 1.878512 2.099903 0.01 -0.34 0.49
O -0.110023 -0.103035 1.812702 -0.13 -0.86 0.89
C 0.174416 -0.185443 -1.884410 1.74 2.28 -0.59
H -1.441949 0.304941 -0.520246 0.50 -0.86 0.50
H 0.381843 -1.012180 -2.567543 -2.55 -0.56 0.73
H 0.857556 0.504365 -2.399196 1.32 0.50 1.42
Li 0.421520 0.659165 3.593257 0.00 0.30 -0.84
Na -0.387504 -2.066685 0.745847 -0.33 -0.09 -1.29

***

[10]
11
Properties=species:S:1:pos:R:3:forces:R:3 method="wB97M-V/def2-TZVPD" lumo_energy_ev="-1.622 / -1.740" total_energy_ha=-373.3277 relative_energy_kj_mol=251.1 multiplicity=2 charge=0 gap_ev="2.23 / 4.21" homo_energy_ev="-3.8 / -5.9"
C -3.883137 -1.935314 0.287520 -0.14 -0.31 -0.21
C -2.481909 -2.034806 0.757958 -0.53 0.04 0.26
O -1.648191 -1.214019 -0.190163 -1.38 -0.75 -1.11
C -0.428962 -0.791271 0.197264 1.21 1.87 1.79
O -0.484705 -0.181576 1.297590 0.92 -0.14 -0.56
O -4.437070 -0.742772 0.191653 0.46 0.24 0.00
H -4.300815 -2.765781 -0.304677 0.07 0.24 0.19
H -2.066103 -3.047537 0.723313 -0.20 0.09 -0.06
H -2.390481 -1.647851 1.786216 0.27 0.17 -0.48
Li -3.086150 0.453440 -0.104473 0.11 -1.01 0.23
Rb 3.139170 1.142692 0.771959 -0.78 -0.43 -0.06

***

[11]
12
Properties=species:S:1:pos:R:3:forces:R:3 method="wB97M-V/def2-TZVPD" lumo_energy_ev="-5.026 / -6.639" total_energy_ha=-534.7299 relative_energy_kj_mol=130.7 multiplicity=5 charge=+1 gap_ev="7.79 / 7.18" homo_energy_ev="-12.8 / -13.8"
O -4.616287 -0.599057 0.538525 2.59 2.75 0.11
O -1.489808 -0.401566 -0.193795 -0.55 0.36 -0.11
C -0.243252 -0.165412 0.164405 0.30 -2.49 -0.18
C -2.445538 0.683775 -0.315090 1.03 -0.44 -0.43
O 0.575908 -1.092658 0.202026 -0.25 1.12 0.05
O 0.117913 1.033409 0.498970 1.95 -0.65 0.34
C -3.501547 0.663166 0.684532 -2.36 -1.61 0.77
H -2.784726 0.735185 -1.358979 0.27 0.10 0.31
H -4.138447 1.570077 0.561514 0.16 -0.81 0.28
H -3.122854 0.538337 1.724714 -0.50 0.02 -0.63
Li 1.958569 0.213113 0.711258 -0.21 -0.42 -0.07
Rh -1.214635 2.402695 0.331825 -2.44 2.08 -0.44

***

[12]
12
Properties=species:S:1:pos:R:3:forces:R:3 method="wB97M-V/def2-TZVPD" lumo_energy_ev="-3.087 / -3.846" total_energy_ha=-1583.0469 relative_energy_kj_mol=104.5 multiplicity=2 charge=+1 gap_ev="6.06 / 7.98" homo_energy_ev="-9.1 / -11.8"
O -0.066364 0.154022 -0.917731 0.27 -0.66 0.46
C 0.597090 -0.682871 -0.249847 -0.26 0.18 -0.97
C 1.297936 -0.063971 0.926872 0.47 -0.80 0.47
H 2.379698 -0.129887 0.715468 -0.22 0.13 0.07
H 1.104285 -0.698009 1.809869 0.04 0.28 -0.13
C -2.558431 0.025577 -1.444630 -0.97 -1.73 2.12
O -2.558076 1.075918 -0.913225 0.34 -0.33 -1.35
O -2.703294 -1.118051 -1.673677 0.61 2.20 -0.66
Li -0.524008 1.802354 -0.026165 -0.02 -0.33 -0.28
Yb 0.759377 -3.347761 -1.199745 -0.11 0.67 0.19
O 0.876866 1.276515 1.144025 -0.21 0.44 -0.01
H 1.394921 1.706163 1.828786 0.08 -0.06 0.09

***

[13]
11
Properties=species:S:1:pos:R:3:forces:R:3 method="wB97M-V/def2-TZVPD" lumo_energy_ev=-10.737 total_energy_ha=-703.5047 multiplicity=1 charge=+2 gap_ev=5.73 homo_energy_ev=-16.5
O -0.349244 -0.751173 0.401812 -0.43 1.10 -1.67
Na 0.523597 2.155912 1.798903 0.19 -0.02 -0.04
C 0.312582 -1.886152 0.025836 1.20 -1.88 0.63
C 0.366810 0.403023 -0.224814 0.82 2.33 1.96
O 1.541676 -1.595581 -0.233769 -1.45 -0.60 -0.88
C 1.692423 -0.179588 -0.615592 0.15 0.24 0.35
H 2.575119 0.183340 -0.078602 -0.45 0.01 0.15
H 1.931728 -0.090093 -1.680640 -0.25 -0.27 0.03
H -0.581401 1.602974 -1.532786 0.17 0.01 -0.10
Mg -1.999677 -0.568601 -0.885911 1.25 -0.34 0.28
O -0.488495 0.654426 -1.383255 -1.20 -0.57 -0.72

***

[14]
10
Properties=species:S:1:pos:R:3:forces:R:3 method="wB97M-V/def2-TZVPD" lumo_energy_ev="0.104 / -1.125" total_energy_ha=-541.8219 relative_energy_kj_mol=0.0 multiplicity=2 charge=0 gap_ev="7.19 / 7.53" homo_energy_ev="-7.1 / -8.7"
O 1.739221 -1.380431 0.371183 -1.34 0.39 1.03
O -0.104544 1.094312 -2.362187 -0.32 0.28 -0.35
C -0.557591 0.696174 -1.269887 -0.89 0.07 -2.10
O 0.155351 1.046620 -0.199552 -0.34 -1.82 0.65
C -0.153010 0.063353 0.782931 -0.33 -1.45 1.66
H -0.554918 0.566337 1.673242 0.10 -0.21 -0.24
C 0.998556 -0.825406 1.165315 2.78 1.25 -0.58
H -0.800898 -0.872555 0.566031 -0.22 2.13 -0.65
H 1.255946 -0.755024 2.246770 -0.22 -0.80 -0.05
Mg -1.978112 0.366620 -2.973847 0.80 0.14 0.63

***

[15]
7
Properties=species:S:1:pos:R:3:forces:R:3 method="wB97M-V/def2-TZVPD" smiles="N=c1cc1" lumo_energy_ev=0.825 total_energy_ha=-170.7366 relative_energy_kj_mol=245.6 multiplicity=1 charge=0 gap_ev=10.00 homo_energy_ev=-9.2
N -1.732179 0.034259 0.058881 -4.13 1.99 -0.81
C -0.536040 -0.152273 0.038805 4.63 1.35 0.05
C 0.650964 -0.884589 0.044260 1.95 0.85 0.59
C 0.830569 0.500055 0.023049 -1.12 -3.50 -0.59
H -1.865361 1.065760 -0.167661 -0.30 -1.63 0.74
H 1.135011 -1.915990 0.113005 -0.65 1.72 -0.22
H 1.517036 1.352778 -0.110338 -0.39 -0.79 0.24

***

[16]
9
Properties=species:S:1:pos:R:3:forces:R:3 method="wB97M-V/def2-TZVPD" lumo_energy_ev="4.220 / 4.220" total_energy_ha=-300.6891 relative_energy_kj_mol=241.1 multiplicity=1 charge=-1 gap_ev="7.37 / 7.37" homo_energy_ev="-3.2 / -3.2"
C 0.143434 -1.264555 -1.752715 -1.34 1.91 1.36
C 0.318350 1.050211 0.463850 -1.00 -1.68 0.13
C -0.627328 0.054510 -0.089705 0.13 -1.50 3.18
N 0.932803 -1.960040 -2.205369 1.38 -1.33 -0.93
N -0.296380 -0.124145 1.219398 0.08 1.13 -3.46
O 0.055442 -0.941452 2.140403 -0.17 0.18 0.03
H 1.297284 0.993317 0.075019 1.22 0.17 -0.33
H -0.215162 1.948537 0.582325 0.37 1.68 0.87
H -1.608443 0.243617 -0.433206 -0.66 -0.56 -0.86

***

[17]
9
Properties=species:S:1:pos:R:3:forces:R:3 method="wB97M-V/def2-TZVPD" lumo_energy_ev="-5.994 / -5.995" total_energy_ha=-300.3765 relative_energy_kj_mol=506.6 multiplicity=1 charge=+1 gap_ev="9.93 / 9.93" homo_energy_ev="-15.9 / -15.9"
C 0.126649 -0.308659 -0.388653 -0.54 0.01 2.36
C 0.487786 0.858923 1.321534 -0.30 -0.26 1.49
C -0.591343 0.119915 0.774474 -5.44 2.11 -0.99
N 0.739931 0.821980 -0.085239 1.19 0.80 -1.52
N 0.186402 -1.224287 -1.261591 1.75 1.92 -1.19
O 0.796651 1.380835 2.300035 1.24 0.82 0.64
H -2.015769 1.115645 0.706770 3.43 -2.89 0.07
H -0.564579 -1.842468 -1.370869 -1.02 -1.31 -0.48
H 0.834272 -0.921884 -1.996462 -0.31 -1.21 -0.38

***

[18]
10
Properties=species:S:1:pos:R:3:forces:R:3 method="wB97M-V/def2-TZVPD" smiles="O=C=[N+]=CCN=O" lumo_energy_ev="-7.288 / -7.287" total_energy_ha=-375.6622 relative_energy_kj_mol=418.0 multiplicity=1 charge=+1 gap_ev="7.02 / 7.02" homo_energy_ev="-14.3 / -14.3"
O -4.433467 0.002786 -0.125467 0.43 0.08 0.65
C -3.306884 0.033363 0.054113 -0.89 -0.39 -0.80
N -2.082820 0.117935 -0.085585 1.46 -0.02 1.11
C -0.887782 -0.171135 0.393168 0.23 0.06 -0.01
C 0.268724 0.450424 -0.283257 -2.54 -1.35 -1.63
N 0.561558 1.909171 -0.003545 1.89 2.68 1.04
O -0.219544 2.759556 0.118121 -0.62 -1.38 -0.06
H -0.606506 -0.829795 1.347993 -1.30 1.46 -1.99
H 1.076067 -0.170058 0.017861 1.47 0.35 -0.26
H 0.203471 0.716449 -1.434589 -0.13 -1.47 1.94

***

[19]
11
Properties=species:S:1:pos:R:3:forces:R:3 method="wB97M-V/def2-TZVPD" smiles="CN([S-])C(=O)N=C=O" lumo_energy_ev=3.561 total_energy_ha=-774.3173 relative_energy_kj_mol=131.1 multiplicity=1 charge=-1 gap_ev=6.75 homo_energy_ev=-3.2
C 0.561163 0.313688 1.671496 -1.00 0.54 1.04
N 0.248178 -0.720855 0.585382 -0.02 1.88 0.68
S 0.874358 -2.283136 1.234738 -0.50 -0.08 -1.33
C -0.097006 -0.045412 -0.536806 -0.60 0.43 -1.10
O -0.105705 1.175345 -0.627636 0.49 0.91 0.87
N -0.636385 -0.583105 -1.829745 0.58 -1.58 1.22
C -1.155582 0.001991 -2.743303 0.66 -0.97 1.53
O -1.696677 0.441666 -3.671193 -0.44 0.56 -0.96
H 0.489407 -0.271254 2.655944 -0.07 1.04 -1.53
H 1.601817 0.647305 1.570988 -0.15 -0.15 -0.11
H -0.083569 1.323766 1.690134 1.06 -2.59 -0.30

***

[20]
10
Properties=species:S:1:pos:R:3:forces:R:3 method="wB97M-V/def2-TZVPD" smiles="N#CP=C=N.C=O" lumo_energy_ev=0.221 total_energy_ha=-642.1198 relative_energy_kj_mol=231.3 multiplicity=1 charge=0 gap_ev=9.00 homo_energy_ev=-8.8
N 2.346048 -1.138634 2.117736 0.46 -0.17 0.04
C 1.282183 -0.750690 1.924493 0.18 0.06 0.07
P -0.408294 -0.323352 1.697590 -0.56 -0.63 0.47
C -0.048750 1.137019 1.008023 0.16 1.24 0.17
N 0.070160 2.305602 0.749972 -0.01 -0.26 0.00
H 0.172590 2.729833 -0.161384 0.02 -0.14 -0.18
C -0.854829 -0.991806 -1.835278 0.14 -0.04 -0.36
O -1.473974 -0.728791 -0.844064 -0.30 -0.03 -0.39
H -0.583364 -2.019257 -2.116359 -0.05 -0.19 0.12
H -0.501770 -0.219925 -2.540728 -0.04 0.15 0.06